1.
Computed, not measured: a 2-piece molecular cluster, CH4OS overall at a distorted geometry, with ωB97M-V with the def2-TZVPD basis set.

Last column: Löwdin spin population.
CARTESIAN COORDINATES (ANGSTROEM)
S: 0.978 -0.213 1.185  0.011
H: -0.039 0.595 0.550  0.002
H: 1.469 0.862 1.713  0.000
O: -1.365 0.375 -0.763  0.351
C: -0.853 -0.102 -1.756  0.494
H: -1.325 -0.071 -2.816  0.076
H: 0.282 -0.360 -1.765  0.067

Its net charge is -1. For the LUMO energy (spin up / spin down), the calculation gives 3.767 / 3.741 eV. For the electronic energy, the calculation gives -513.854870 a.u. For the HOMO-LUMO gap (spin up / spin down), the calculation gives 3.3 / 6.9 eV. As for the spin multiplicity: 2. The HOMO energy (spin up / spin down) is 0.46 / -3.13 eV.

***

2.
Computed, not measured: a 2-piece molecular cluster, CH4OS overall at a distorted geometry, with ωB97M-V with the def2-TZVPD basis set.

Last column: Löwdin charge in e.
CARTESIAN COORDINATES (ANGSTROEM)
C: 0.110 0.573 0.272  -0.512
O: -1.235 -0.804 -0.099  -0.306
S: 1.498 -0.128 -0.320  0.741
H: -0.302 1.384 -0.371  0.060
H: -0.169 0.395 1.381  0.092
H: -1.096 -1.205 0.803  -0.001
H: 1.194 -0.216 -1.666  -0.073

Its net charge is 0. For the LUMO energy, the calculation gives 0.409 eV. For the electronic energy, the calculation gives -513.819618 a.u. For the HOMO-LUMO gap, the calculation gives 9.7 eV. The HOMO energy is -9.31 eV.

***

3.
Computed, not measured: a 2-piece molecular cluster, CH4OS overall at a distorted geometry, with ωB97M-V with the def2-TZVPD basis set.

Last column: Löwdin charge in e.
CARTESIAN COORDINATES (ANGSTROEM)
S: -0.292 2.117 0.329  0.469
H: 0.250 1.223 -0.521  -0.227
H: 0.880 2.418 0.896  -0.227
O: 0.026 -2.588 -0.958  0.005
C: 0.330 -2.169 0.124  -0.151
H: 1.270 -2.453 0.645  0.080
H: 0.026 -1.200 0.540  0.052

Its net charge is 0. For the LUMO energy, the calculation gives 0.512 eV. For the electronic energy, the calculation gives -513.874513 a.u. For the HOMO-LUMO gap, the calculation gives 10.5 eV. Its SMILES is C=O.S. The HOMO energy is -9.95 eV.